# 1
This record from OMol25 describes a cluster of 2 separate species, C7H11NO2S in total in a non-equilibrium geometry. The level of theory is wB97M-V/def2-TZVPD.

**LUMO**: 0.558 eV
**Energy relative to the best compared isomer or geometry (same formula, charge and spin)**: 3.488 eV
**Calculated total energy**: -23853.4302 eV
**SMILES string**: CC1=C(C(C)(C)S)O1.N=C=O
**2S+1**: 1

```
22
Properties=species:S:1:pos:R:3:forces:R:3:mulliken_charge:R:1
C 2.683 -1.711 -1.861 0.9 0.7 -1.0 0.512
C 0.347 1.547 -0.541 -1.4 -0.9 -0.2 1.161
C -0.046 0.433 -0.043 -0.7 1.2 -0.9 -0.884
C 0.398 2.723 -1.401 1.9 1.4 0.3 -1.273
C -0.450 -2.031 0.371 -3.0 0.5 -0.1 -1.769
C -2.381 -0.325 0.201 -2.3 -0.8 1.7 -1.373
C -0.917 -0.559 0.596 0.4 -0.7 -0.8 1.547
N 2.175 -0.642 -1.694 -0.4 -0.4 -0.7 -0.460
O 3.309 -2.597 -2.276 0.1 -1.3 0.2 -0.458
O 1.357 0.905 0.254 0.9 -0.1 0.8 -0.615
S -0.816 -0.122 2.358 0.8 -0.1 0.7 -0.218
H 1.332 2.603 -2.012 -1.0 0.0 0.0 0.313
H 0.680 3.653 -0.817 -0.6 -1.0 -0.3 0.315
H -0.495 2.945 -1.992 0.3 -0.4 0.1 0.311
H -0.510 -2.383 -0.620 -0.4 0.2 -1.7 0.427
H -0.974 -2.815 0.916 -0.7 0.6 0.5 0.363
H 0.505 -2.234 0.598 3.8 0.1 1.2 0.530
H -2.824 -0.691 -0.746 1.1 -0.6 0.4 0.318
H -2.941 -0.893 1.101 0.7 1.4 -2.2 0.325
H -2.721 0.734 0.151 0.7 -0.5 0.7 0.341
H 1.859 -0.205 -0.856 0.0 0.7 1.1 0.412
H 0.559 -0.111 2.391 -0.8 0.0 0.1 0.174
```
Forces are in eV/Å.

=====

# 2
This record from OMol25 describes an isolated molecule of C7H11NO2Si in a non-equilibrium geometry. The level of theory is wB97M-V/def2-TZVPD.

**LUMO**: -0.552 eV
**Energy relative to the best compared isomer or geometry (same formula, charge and spin)**: 0.671 eV
**Calculated total energy**: -20896.0524 eV
**SMILES string**: CC1=CC=C([N+](=O)[O-])[Si]1(C)C
**2S+1**: 1

```
22
Properties=species:S:1:pos:R:3:forces:R:3:mulliken_charge:R:1
C -1.649 0.306 1.030 -0.3 0.7 -0.5 -0.403
C -0.594 0.153 1.993 2.1 -0.1 0.8 -0.598
C -1.405 0.280 -0.291 1.1 -1.3 1.3 0.532
C 0.622 -0.213 1.552 -1.8 0.8 -2.9 0.085
C -2.515 0.088 -1.203 -2.1 2.2 -1.4 -1.323
C 0.989 -1.614 -1.276 2.6 1.8 0.4 -1.052
C 1.307 1.675 -0.932 1.9 -1.9 -1.6 -1.057
N 1.807 -0.566 2.220 0.4 -1.9 0.9 0.859
O 1.778 -1.401 3.141 -0.5 1.3 -0.6 -0.567
O 2.843 -0.213 1.694 0.5 0.7 -0.1 -0.545
Si 0.431 0.066 -0.418 1.5 -1.3 0.4 0.161
H -2.648 0.479 1.359 -0.7 -0.2 0.5 0.456
H -0.691 0.387 3.023 -0.7 -0.1 1.0 0.426
H -2.344 -0.420 -2.132 0.6 -0.5 -0.3 0.356
H -2.808 1.140 -1.573 -0.1 -1.4 0.5 0.282
H -3.391 -0.399 -0.729 0.4 0.5 -0.2 0.365
H 2.087 -1.873 -0.935 -2.1 0.7 -0.4 0.314
H 0.379 -2.441 -0.970 -0.5 -0.3 -0.2 0.350
H 1.102 -1.451 -2.368 -0.5 -0.5 0.5 0.330
H 2.417 1.449 -1.081 -1.3 0.2 0.4 0.269
H 1.033 2.134 -1.882 -0.5 -0.3 -0.1 0.371
H 1.250 2.437 -0.222 -0.2 1.1 1.5 0.388
```
Forces are in eV/Å.